A structure of composition C27H60Cl2Mn2O21 in a non-equilibrium geometry. Source: OMol25; level of theory: wB97M-V/def2-TZVPD.

Total charge: +2
Spin multiplicity: 11

Element x y z (Å)
1 Mn 1.9584 -4.4833 3.3752
2 Mn -2.4074 1.1321 -0.8236
3 C 1.5606 0.3209 0.2472
4 C 0.2155 0.4120 -0.0083
5 C -0.6691 -0.8779 0.2961
6 O -1.8917 -0.6530 0.2222
7 C -0.0343 -2.0608 0.8860
8 C 1.3054 -2.0367 1.0874
9 C 2.1471 -0.8074 0.7238
10 O 3.4281 -0.7524 0.8422
11 O 1.7978 -3.0773 1.6908
12 O -0.4313 1.4145 -0.3186
13 H 2.1555 1.1995 0.0456
14 H -0.6265 -2.9420 1.0836
15 C -2.2862 -4.9056 -1.1619
16 C -1.2228 -4.8681 -2.2564
17 C -1.2774 -3.4296 -2.7360
18 O -2.6181 -3.1377 -2.7456
19 C -3.3328 -4.0525 -1.8442
20 H -1.9711 -4.5804 -0.1704
21 H -2.6917 -5.9094 -1.0348
22 H -1.4525 -5.4440 -3.1529
23 H -0.2253 -5.1797 -1.9469
24 H -0.8890 -3.3335 -3.7499
25 H -0.7090 -2.8324 -2.0230
26 H -4.0594 -4.7032 -2.3308
27 H -3.9380 -3.4410 -1.1750
28 C -2.5692 2.8423 1.6909
29 C -2.8805 3.8904 0.5843
30 O -2.4953 3.3251 -0.6956
31 O -3.0961 1.5887 1.3816
32 H -3.0320 3.0700 2.6512
33 H -1.4808 2.7835 1.7048
34 H -2.2818 4.7405 0.9112
35 H -3.9199 4.1969 0.4667
36 H -1.7396 3.8323 -1.0011
37 H -3.2898 1.1269 2.2006
38 C 1.3132 5.4593 0.3890
39 C 1.1436 4.4356 -0.8096
40 O -0.0404 4.7663 -1.5503
41 O 1.5435 6.7214 -0.2040
42 H 2.1801 5.1857 0.9904
43 H 0.4151 5.5374 1.0017
44 H 1.0897 3.4178 -0.4232
45 H 2.0206 4.3358 -1.4492
46 H 0.1005 5.6114 -1.9834
47 H 0.7601 7.2745 -0.2486
48 C -0.6241 2.0643 -3.3139
49 C -0.2879 1.0905 -4.4564
50 O 0.1509 -0.1162 -3.8891
51 O -1.8776 1.7281 -2.8220
52 H -0.6881 3.0965 -3.6582
53 H 0.2580 1.9538 -2.6833
54 H 0.5511 1.5784 -4.9525
55 H -1.0565 0.8862 -5.2018
56 H 0.3822 -0.7630 -4.5596
57 H -2.5636 2.1064 -3.3769
58 C -0.3919 -6.1071 2.3065
59 C 0.7236 -6.1007 1.2378
60 O 1.9641 -6.0224 1.9315
61 O -0.2264 -5.0954 3.2605
62 H -0.4358 -7.0749 2.8062
63 H -1.3406 -5.9128 1.8062
64 H 0.6989 -5.3155 0.4822
65 H 0.6569 -7.0545 0.7144
66 H 2.6519 -6.1476 1.2736
67 H -0.9766 -5.0217 3.8550
68 C -2.8600 -0.7260 3.6961
69 C -1.3636 -0.8179 3.8076
70 O -0.8572 -0.8618 5.1430
71 O -3.3305 0.6261 3.8232
72 H -3.4646 -1.2864 4.4092
73 H -3.1230 -1.0271 2.6821
74 H -0.9007 0.0101 3.2708
75 H -1.2172 -1.7466 3.2560
76 H -0.0009 -1.2940 5.1039
77 H -3.5394 0.7933 4.7452
78 C 6.2187 0.2005 2.6098
79 C 5.9304 1.6483 2.0184
80 O 5.1806 1.6074 0.7807
81 O 5.1128 -0.4212 3.1247
82 H 6.9828 0.2787 3.3831
83 H 6.6291 -0.4627 1.8482
84 H 6.8784 2.1513 1.8277
85 H 5.4427 2.3838 2.6583
86 H 4.5631 0.8738 0.8270
87 H 4.5463 -0.6168 2.3747
88 C -5.3597 0.4743 -1.4053
89 C -4.6423 -0.4745 -2.4191
90 O -3.3164 -0.6305 -2.1362
91 O -4.5700 1.6389 -1.1362
92 H -5.6025 -0.0549 -0.4838
93 H -6.3087 0.7366 -1.8729
94 H -4.6942 -0.0803 -3.4340
95 H -5.1531 -1.4281 -2.5523
96 H -3.0401 -1.4809 -2.4857
97 H -5.1593 2.3678 -0.9287
98 C 3.4805 1.0054 -2.9607
99 C 3.9166 2.3453 -2.2953
100 O 4.1130 3.3600 -3.2943
101 O 4.4338 0.2349 -3.6428
102 H 2.7020 1.1979 -3.6989
103 H 3.1002 0.3596 -2.1692
104 H 4.8578 2.2452 -1.7546
105 H 3.2677 2.6698 -1.4818
106 H 3.3184 3.4180 -3.8298
107 H 4.6468 -0.5294 -3.1024
108 C 2.0283 2.4122 3.0848
109 Cl 0.8963 1.9277 4.3435
110 Cl 2.8430 3.8917 3.7276
111 H 2.7848 1.6325 2.9966
112 H 1.4849 2.5629 2.1520

***

A structure of composition C27H61Be2ClN4O7 in a non-equilibrium geometry. Source: OMol25; level of theory: wB97M-V/def2-TZVPD.

Total charge: +5
Spin multiplicity: 2
Relative energy (zero: lowest compared OMol25 entry of this formula, charge and spin): 0.0000 eV

Element x y z (Å)
1 Be -3.5983 -0.2979 -4.8839
2 Be -4.9384 -2.1190 0.7377
3 N -2.7124 -5.6424 -2.9004
4 H -3.0619 -5.7215 -1.9561
5 H -2.3501 -6.5780 -3.0164
6 H -1.9827 -4.9441 -2.9098
7 H -3.3241 -5.4126 -3.6705
8 Cl -1.4269 -2.0134 -1.6532
9 O -1.7314 -1.2394 -2.8643
10 O -0.4035 -1.4077 -0.8711
11 O -2.6866 -2.1874 -0.9503
12 O -1.0543 -3.3951 -1.9710
13 C -5.2613 0.1490 3.2751
14 C -3.8087 0.0800 3.7640
15 C -3.8447 -0.2768 5.2301
16 C -2.4475 -0.9264 5.7451
17 C -2.0637 -2.0822 4.8764
18 C -1.9049 -1.6707 3.4085
19 N -3.1234 -1.0373 2.9756
20 O -2.9842 -0.5791 1.6568
21 C -0.6271 -0.7878 3.2750
22 C -1.7008 -2.9440 2.6565
23 C -3.0940 1.4379 3.5638
24 H -5.9198 -0.6035 3.7090
25 H -5.4805 0.0892 2.2091
26 H -5.7841 1.0412 3.6198
27 H -3.9955 0.6366 5.8055
28 H -4.6563 -0.9368 5.5365
29 H -2.6312 -1.4207 6.6991
30 H -1.6196 -0.2200 5.8041
31 H -2.7874 -2.8787 5.0494
32 H -1.1068 -2.3809 5.3047
33 H -0.5636 -0.2412 2.3340
34 H -0.6506 -0.1203 4.1364
35 H 0.2511 -1.4334 3.2788
36 H -1.4583 -2.7828 1.6061
37 H -0.9222 -3.5430 3.1286
38 H -2.5275 -3.6539 2.6297
39 H -3.0643 1.8851 2.5702
40 H -2.0848 1.6023 3.9415
41 H -3.5867 2.1473 4.2287
42 H -2.5064 0.2510 1.7223
43 C 3.4550 -4.3927 -4.5024
44 C 3.8571 -3.1413 -3.5807
45 C 5.3758 -2.7506 -3.9611
46 C 5.8425 -1.3426 -3.5864
47 C 4.7080 -0.3757 -4.0710
48 C 3.2695 -0.6622 -3.5316
49 N 2.9329 -2.1027 -3.8617
50 O 1.5706 -2.3502 -3.5539
51 C 3.2084 -0.3386 -2.0041
52 C 2.2643 0.2870 -4.1893
53 C 3.8216 -3.4686 -2.0498
54 H 3.3787 -4.0815 -5.5442
55 H 4.1623 -5.2219 -4.4835
56 H 2.4747 -4.8123 -4.2765
57 H 6.0430 -3.4090 -3.4048
58 H 5.5307 -2.9426 -5.0229
59 H 5.9526 -1.2602 -2.5051
60 H 6.7633 -1.0545 -4.0936
61 H 4.6552 -0.4161 -5.1590
62 H 5.1086 0.6017 -3.8019
63 H 4.0626 -0.7696 -1.4819
64 H 2.3293 -0.8119 -1.5667
65 H 3.1093 0.7379 -1.8651
66 H 2.1623 0.2671 -5.2743
67 H 2.7339 1.2650 -4.0841
68 H 1.3008 0.2533 -3.6806
69 H 4.3694 -2.8874 -1.3080
70 H 2.8128 -3.5655 -1.6485
71 H 4.2930 -4.4457 -1.9441
72 H 1.5953 -2.2227 -2.6027
73 C -0.4301 4.1208 2.8052
74 C -0.6113 4.7337 1.3632
75 C 0.6047 5.6320 0.9460
76 C 1.7776 4.8545 0.4246
77 C 1.2961 3.9675 -0.6495
78 C 0.1512 2.9289 -0.2999
79 N -0.9497 3.8060 0.2514
80 O -2.1252 3.0805 0.3410
81 C -0.3849 2.4673 -1.7428
82 C 0.6896 1.7721 0.5791
83 C -1.7572 5.7645 1.4938
84 H -0.6518 4.7953 3.6324
85 H 0.6102 3.8342 2.9590
86 H -1.0904 3.2573 2.8850
87 H 0.2694 6.3396 0.1878
88 H 0.9581 6.3016 1.7300
89 H 2.0425 4.2226 1.2723
90 H 2.6186 5.4966 0.1631
91 H 2.1420 3.3529 -0.9572
92 H 1.2006 4.5648 -1.5563
93 H -0.8378 1.4797 -1.6555
94 H -1.2555 2.9574 -2.1785
95 H 0.3414 2.3794 -2.5508
96 H -0.1866 1.1349 0.6989
97 H 1.3812 1.1227 0.0423
98 H 0.9788 1.9913 1.6069
99 H -1.8780 6.2647 0.5329
100 H -1.6460 6.4309 2.3492
101 H -2.6824 5.2100 1.6509
102 H -2.4931 3.3089 -0.5158

***

no.,E (eV)
1,-159636.9599
2,-62529.3435